Record 1
{"formula": "C19H31ClMnN7O5Se", "method": "ωB97M-V/def2-TZVPD", "e_lumo_ha": [-0.142, -0.142], "total_charge": 1, "e_above_lowest_kcal_mol": 0.85, "largest_force_ha_per_bohr": 0.0023, "s2": 0.839, "homo_energy_ha": [-0.4119, -0.4056], "e_tot_ha": -5514.487193, "spin_multiplicity": 2, "species": ["Mn", "C", "O", "C", "C", "O", "C", "C", "O", "C", "H", "H", "H", "H", "H", "H", "H", "H", "H", "H", "H", "H", "H", "H", "Se", "N", "C", "C", "C", "C", "N", "C", "N", "H", "H", "H", "C", "N", "C", "N", "C", "N", "C", "N", "C", "C", "H", "H", "H", "H", "H", "H", "H", "H", "H", "H", "H", "H", "Cl", "C", "C", "O", "O", "H", "H"], "coordinates": [[-0.6711, 0.4459, 0.1082], [-0.0549, 2.8216, 2.2858], [-0.3806, 1.4487, 2.0312], [-0.9433, 0.8101, 3.1672], [-1.0490, -0.6654, 2.8401], [-1.5032, -0.8649, 1.4954], [-2.9218, -0.9724, 1.3089], [-3.5230, 0.3967, 1.0943], [-2.7475, 1.0381, 0.0877], [-3.1733, 2.3892, -0.1320], [0.7045, 2.8753, 3.0683], [0.3263, 3.2380, 1.3606], [-0.9490, 3.3610, 2.6080], [-0.2924, 0.9432, 4.0373], [-1.9118, 1.2614, 3.4025], [-0.0660, -1.1267, 2.8905], [-1.7094, -1.1812, 3.5376], [-3.0534, -1.5933, 0.4247], [-3.3764, -1.4743, 2.1640], [-4.5624, 0.3082, 0.7654], [-3.5084, 0.9952, 2.0102], [-4.2585, 2.4105, -0.2389], [-2.8738, 3.0204, 0.7086], [-2.7053, 2.7310, -1.0492], [-1.8849, 0.0090, -3.1528], [-2.2922, -1.5751, -3.7934], [-1.9508, -2.4874, -2.9062], [-2.1078, -3.8947, -3.0680], [-1.7150, -4.6854, -2.0411], [-1.1696, -4.0886, -0.8605], [-1.0007, -2.8119, -0.6640], [-1.3796, -1.9897, -1.6860], [-1.2580, -0.6667, -1.6048], [-2.5278, -4.2829, -3.9858], [-1.8001, -5.7616, -2.0904], [-0.8647, -4.7389, -0.0462], [2.2419, 0.8312, 0.8259], [1.3789, -0.1442, 0.0765], [1.7173, -1.5050, 0.5999], [3.1276, -1.8161, 0.4813], [3.9018, -0.8107, 1.2127], [3.6545, 0.5356, 0.6981], [4.0200, 0.5681, -0.7201], [3.2559, -0.4195, -1.4872], [1.8480, -0.1204, -1.3559], [3.5088, -1.7485, -0.9309], [1.9655, 0.7827, 1.8788], [2.0314, 1.8252, 0.4370], [1.1203, -2.2374, 0.0621], [1.4415, -1.5459, 1.6546], [4.9633, -1.0414, 1.1199], [3.6282, -0.8466, 2.2695], [5.0840, 0.3526, -0.8201], [3.8205, 1.5646, -1.1179], [1.2672, -0.8586, -1.9098], [1.6501, 0.8711, -1.7557], [4.5695, -1.9816, -1.0252], [2.9352, -2.4885, -1.4924], [1.9074, 4.3325, -0.8751], [0.5682, 4.0322, -2.0061], [-0.2352, 2.7698, -1.7199], [-1.0352, 2.4227, -2.5899], [-0.0450, 2.1773, -0.6103], [0.9694, 3.9706, -3.0131], [-0.1059, 4.8855, -1.9641]], "forces_ev_per_a": [[0.0, 0.1, -0.1], [0.0, 0.0, 0.0], [0.0, 0.0, 0.0], [0.0, 0.0, 0.0], [0.0, 0.1, 0.0], [-0.1, 0.0, 0.1], [0.0, 0.0, 0.0], [0.0, 0.0, 0.0], [0.0, 0.0, 0.0], [0.0, 0.0, 0.0], [0.0, 0.0, 0.0], [0.0, 0.0, 0.0], [0.0, 0.0, 0.0], [0.0, 0.0, 0.0], [0.0, 0.0, 0.0], [0.0, 0.0, 0.0], [0.0, 0.0, 0.0], [0.0, 0.0, 0.0], [0.0, 0.0, 0.0], [0.0, 0.0, 0.0], [0.0, 0.0, 0.0], [0.0, 0.0, 0.0], [0.0, 0.0, 0.0], [0.0, 0.0, 0.0], [0.0, 0.0, 0.0], [0.0, 0.0, 0.0], [0.0, 0.1, 0.0], [0.0, -0.1, 0.0], [0.0, 0.0, -0.1], [0.0, 0.0, 0.0], [0.0, 0.0, 0.0], [0.0, 0.0, 0.0], [0.0, 0.0, 0.0], [0.0, 0.0, 0.0], [0.0, 0.0, 0.0], [0.0, 0.0, 0.0], [0.1, 0.0, 0.0], [0.1, 0.0, 0.0], [0.0, 0.0, 0.1], [0.0, 0.0, 0.0], [0.0, 0.0, 0.0], [0.0, 0.0, 0.0], [0.0, 0.0, 0.0], [0.0, 0.0, 0.0], [0.0, 0.0, 0.0], [0.0, 0.0, 0.0], [0.0, 0.0, 0.0], [0.0, 0.0, 0.0], [0.0, 0.0, 0.0], [0.0, 0.0, 0.0], [0.0, 0.0, 0.0], [0.0, 0.0, 0.0], [0.0, 0.0, 0.0], [0.0, 0.0, 0.0], [0.0, 0.0, 0.0], [0.0, 0.0, 0.0], [0.0, 0.0, 0.0], [0.0, 0.0, 0.0], [0.0, 0.0, 0.0], [-0.1, 0.0, 0.0], [0.0, 0.0, -0.1], [0.0, 0.0, 0.0], [0.0, 0.0, 0.0], [0.0, 0.0, 0.0], [0.0, 0.0, 0.0]]}

Record 2
{"formula": "C2H3Cl2NO2", "method": "ωB97M-V/def2-TZVPD", "e_lumo_ha": 0.010, "total_charge": 0, "e_above_lowest_kcal_mol": 53.44, "largest_force_ha_per_bohr": 0.1192, "homo_energy_ha": -0.2942, "e_tot_ha": -1203.566381, "spin_multiplicity": 1, "species": ["C", "C", "N", "O", "O", "Cl", "Cl", "H", "H", "H"], "coordinates": [[-0.9178, 0.0906, 2.4574], [1.1556, -0.4439, -1.4049], [-0.1708, 0.3768, -1.3687], [-0.5602, -0.6942, 3.2071], [-1.2812, 0.8375, 1.6709], [2.2177, 0.4115, -0.2794], [0.6330, -2.0136, -0.5144], [-0.5972, 0.2018, -2.2081], [-0.7424, -0.0437, -0.6017], [0.2633, 1.2771, -0.9581]], "forces_ev_per_a": [[0.3, -0.8, 0.3], [-0.1, -1.5, -0.7], [2.6, 0.2, 5.5], [0.4, -0.8, 1.1], [-0.7, 1.5, -1.5], [0.2, 0.5, 0.6], [0.1, 0.5, -0.3], [-1.3, 0.7, -2.8], [0.1, 0.6, -0.6], [-1.7, -0.9, -1.8]]}

Record 3
{"formula": "C3H9N3O2S", "method": "ωB97M-V/def2-TZVPD", "e_lumo_ha": 0.025, "total_charge": 0, "e_above_lowest_kcal_mol": 30.56, "largest_force_ha_per_bohr": 0.0635, "homo_energy_ha": -0.3437, "e_tot_ha": -832.543889, "spin_multiplicity": 1, "smiles": "C[S@@](=N)(N)=O.CN=C=O", "species": ["C", "S", "N", "N", "O", "H", "H", "H", "H", "H", "H", "C", "N", "C", "O", "H", "H", "H"], "coordinates": [[-1.5845, -0.8460, -1.9789], [-0.3221, -0.2312, -0.8437], [0.8881, -1.1268, -0.9054], [0.2128, 1.2998, -1.5731], [-0.9526, 0.2544, 0.3462], [-1.2712, -0.7060, -3.0098], [-2.1037, -1.8744, -1.8149], [-2.3959, -0.1001, -1.9944], [1.4641, -1.3607, -0.1371], [0.9263, 1.2040, -2.3361], [0.5880, 1.9225, -0.8772], [1.2915, 0.8355, 2.9405], [1.9872, 1.5542, 2.0043], [2.3986, 1.8412, 0.9376], [2.9709, 2.2861, 0.0385], [1.9878, 0.1521, 3.5440], [0.9733, 1.5353, 3.6777], [0.3545, 0.4313, 2.3855]], "forces_ev_per_a": [[-1.5, 0.1, -0.6], [2.6, 1.6, -1.1], [-1.7, -0.5, -1.0], [-0.7, -1.5, -1.6], [-0.5, -0.3, 0.9], [0.7, -0.6, 0.0], [1.7, 1.7, 0.2], [0.2, -0.1, 0.8], [0.3, 0.1, 0.9], [-0.9, -0.4, 1.2], [-0.2, -0.1, 0.5], [-1.5, -1.9, 0.6], [1.1, 0.8, -1.3], [0.0, -0.3, 2.2], [0.7, 0.7, -2.5], [-1.2, 0.3, -1.3], [-0.7, 0.5, 0.7], [1.6, -0.1, 1.5]]}

Record 4
{"formula": "C4H8ClN", "method": "ωB97M-V/def2-TZVPD", "e_lumo_ha": [-0.004, -0.006], "total_charge": 0, "e_above_lowest_kcal_mol": 98.97, "largest_force_ha_per_bohr": 0.0600, "homo_energy_ha": [-0.3130, -0.3229], "e_tot_ha": -671.979009, "spin_multiplicity": 1, "species": ["C", "C", "C", "C", "N", "Cl", "H", "H", "H", "H", "H", "H", "H", "H"], "coordinates": [[1.4892, -1.4859, -0.6195], [1.6004, -0.2563, -0.1340], [-1.1889, 0.9774, -0.9227], [-0.6493, 0.2815, 1.3666], [-0.2277, 1.0015, 0.1553], [2.9797, 0.4908, 0.3805], [2.2958, -2.1830, -0.7078], [0.5790, -1.9819, -0.8724], [-1.4447, -0.0635, -1.3302], [-2.2249, 1.4050, -0.5533], [-0.9527, 1.6120, -1.7777], [-0.0371, 0.6288, 2.2282], [-1.7502, 0.4545, 1.4404], [-0.4685, -0.8810, 1.3466]], "forces_ev_per_a": [[-0.3, 0.7, 0.5], [-2.9, -0.1, -0.9], [-2.1, -1.1, -0.1], [0.0, -1.5, -0.4], [2.5, -1.4, 0.2], [0.6, 0.8, 0.3], [0.9, 0.1, 0.1], [-0.9, 0.4, -0.2], [0.3, 1.1, 0.5], [1.9, -0.8, -0.2], [0.5, -0.1, 0.2], [-0.7, 0.0, -0.5], [0.8, -0.1, 0.6], [-0.6, 2.0, -0.2]]}

Record 5
{"formula": "C7H9NO3S", "method": "ωB97M-V/def2-TZVPD", "e_lumo_ha": [-0.026, -0.026], "total_charge": 0, "e_above_lowest_kcal_mol": 72.20, "largest_force_ha_per_bohr": 0.0723, "homo_energy_ha": [-0.2791, -0.2791], "e_tot_ha": -950.681033, "spin_multiplicity": 1, "species": ["C", "C", "C", "C", "C", "C", "C", "N", "O", "O", "O", "S", "H", "H", "H", "H", "H", "H", "H", "H", "H"], "coordinates": [[2.1399, -1.7849, -0.7582], [1.5033, -0.7942, -1.5212], [1.9298, -1.6882, 0.5962], [0.6422, 0.1465, -1.0160], [1.0148, -0.7775, 1.1025], [-0.7884, 2.3235, 0.1663], [-0.4731, 1.0440, 0.8696], [0.3694, 0.1499, 0.3240], [-3.5393, 0.0755, 1.1860], [-2.6049, 0.1783, -1.1142], [-2.1320, -1.7539, 0.3308], [-2.6130, -0.3929, 0.1980], [2.7928, -2.5107, -1.1844], [1.8894, -0.6323, -2.5222], [2.2873, -2.4223, 1.2700], [0.1065, 0.7802, -1.8304], [0.8448, -0.7963, 2.1708], [-1.6926, 2.1720, -0.5956], [-1.3158, 3.1395, 0.8568], [0.0954, 2.6955, -0.3816], [-0.4563, 0.8483, 1.8528]], "forces_ev_per_a": [[-0.5, 1.4, -0.1], [1.5, -0.3, -0.3], [-1.7, 0.1, -0.1], [-0.4, 0.1, -2.0], [0.8, -0.4, -0.2], [-3.2, 1.1, -0.2], [-2.4, 0.1, -2.4], [1.1, -0.7, -1.4], [0.0, 0.2, -0.2], [-0.2, 0.1, -0.3], [0.1, 0.9, 0.0], [1.2, -0.4, 0.9], [0.3, -0.3, -0.3], [-0.7, -0.3, -0.3], [0.6, -0.4, 0.6], [0.8, -0.7, 2.4], [-0.4, 0.5, -0.2], [2.2, 0.2, 1.1], [1.8, -1.8, -1.1], [-0.4, 0.2, 0.3], [-0.5, 0.4, 3.7]]}

Record 6
{"formula": "CH2O4Ru", "method": "ωB97M-V/def2-TZVPD", "e_lumo_ha": [-0.397, -0.520], "total_charge": 2, "largest_force_ha_per_bohr": 0.0746, "s2": 12.016, "homo_energy_ha": [-0.7942, -0.8468], "e_tot_ha": -434.169687, "spin_multiplicity": 7, "species": ["O", "Ru", "O", "H", "C", "O", "O", "H"], "coordinates": [[-0.4223, 0.4399, -0.9442], [-1.9219, -0.0588, 0.1350], [-1.5370, -1.0272, 1.6090], [-1.1251, -1.8879, 1.6750], [0.8132, 0.3229, -0.8896], [1.3439, -0.4917, -1.7417], [1.6306, 1.1241, -0.2987], [1.2186, 1.5788, 0.4552]], "forces_ev_per_a": [[-1.0, 0.4, -0.2], [-2.3, 0.3, 0.0], [-0.2, 0.1, 0.5], [0.5, -1.2, 0.7], [3.1, 1.3, -1.8], [0.1, -0.3, 0.4], [-0.5, -1.1, 0.2], [0.2, 0.5, 0.1]]}